ORCA calculation (wB97M-V/def2-TZVPD) on C20H14ClF2NO4S in the gas phase in a non-equilibrium geometry.

Its spin multiplicity is 1. As for the charge: 0. The orbital gap is 9.28 eV. The structure (SMILES) is Cc1cc(C)c(S(=O)(=O)c2ccccc2)c(OC(=O)c2cc(F)c(F)cc2Cl)n1. The electronic energy comes out at -2184.24939 hartree. The energy above the lowest of the compared OMol25 structures with the same formula, charge and spin is 232.7 kJ/mol.

XYZ file:
```
43
Properties=species:S:1:pos:R:3:forces:R:3:lowdin_charge:R:1
C -2.86155 -4.10745 3.86751 -1.2 0.2 -2.6 -0.1407
H 4.19675 -0.09576 -1.91830 0.4 -0.1 -0.2 0.1102
H -0.28739 -2.04916 2.89270 -1.3 -0.5 -0.7 0.1576
H -4.15604 2.47882 -1.99424 0.3 0.2 0.5 0.0840
H 1.48325 0.98317 -3.70115 0.7 -1.3 -0.1 0.0771
H 2.08533 2.15302 -2.52751 0.9 0.3 0.6 0.0784
C -1.06541 2.22153 -2.25713 0.4 -2.3 2.4 0.0064
O 1.41815 -1.77811 -0.00626 -0.9 2.7 -2.3 -0.3366
C 2.85897 0.31520 -0.34620 1.2 1.4 -0.2 -0.2561
H -4.51865 -4.69033 2.67544 -0.2 0.2 -0.3 0.1084
C 3.51215 2.11168 1.14399 2.8 -1.5 0.9 -0.0492
O -2.06066 -1.97542 -0.71559 1.5 1.1 3.5 0.0867
H -1.06979 3.02653 -2.88191 -0.2 1.9 -1.8 0.0807
O -1.04478 -0.49584 0.75607 0.2 -1.9 0.0 0.0651
F -3.19521 -5.09246 4.77403 0.8 2.0 -0.9 0.0704
C -1.71537 -1.68260 0.44833 -0.9 1.0 -4.7 -0.3814
H 5.56224 2.96910 0.63001 0.0 0.8 0.6 0.0865
C -3.67541 -4.01601 2.68609 1.7 0.1 1.1 -0.0236
H 1.76874 0.72737 1.45162 0.6 0.4 0.0 0.1174
H 5.89441 1.59772 -1.23415 0.1 0.1 -0.6 0.1043
S 1.54304 -0.71412 -1.07722 1.4 -3.0 3.0 0.8107
C -1.72347 -3.27136 3.89337 0.1 -1.9 -0.2 -0.1764
F -0.94587 -3.48396 4.99339 0.1 0.8 -0.8 0.0605
H 0.84959 2.48791 -3.80560 0.7 0.1 0.9 0.1065
C 1.24262 1.77071 -3.03562 -1.8 1.1 -2.3 -0.0212
H 3.52323 2.43295 2.19658 -0.4 0.6 -0.7 0.0999
N -2.06392 1.08226 -0.37346 -1.1 2.2 -1.5 0.2194
Cl -4.47559 -3.38476 0.23949 1.0 0.5 0.6 0.7001
C -3.28445 3.04262 -1.60468 0.3 -2.1 0.3 -0.0118
C -2.11547 2.01637 -1.35469 -0.3 1.0 -0.7 -0.2168
C -3.30676 -3.22277 1.56473 -0.7 -0.6 1.1 -0.5076
C 0.08648 1.45722 -2.17878 -0.4 -0.8 1.2 -0.2135
O 1.95476 -1.22969 -2.37388 -0.7 1.3 0.6 -0.3060
C 4.09861 0.53027 -1.04499 -4.2 -2.1 -1.2 -0.0846
H -3.56116 3.51997 -0.65206 0.1 0.2 -0.6 0.0817
C -0.98580 0.35773 -0.30817 0.0 -0.1 -0.3 -0.3463
C 0.08225 0.45102 -1.19199 1.4 -0.9 -0.1 -0.0945
C 4.92777 1.53124 -0.77285 1.9 1.8 2.8 -0.1058
H -2.96959 3.67432 -2.45445 -0.2 0.2 1.0 0.0714
C -1.27829 -2.56935 2.73733 -0.7 0.8 1.6 0.1012
C -2.13960 -2.40817 1.59463 0.3 -2.7 2.7 -0.1300
C 2.66612 0.99597 0.87321 -0.3 0.8 -1.8 -0.0564
C 4.74574 2.33262 0.39234 -3.2 -2.1 -0.8 -0.0259
```
Positions in Å, forces in eV/Å.

ORCA calculation (wB97M-V/def2-TZVPD) on 3 unconnected molecules or ions with the total composition C20H14ClNO12 in a non-equilibrium geometry.

Its spin multiplicity is 1. As for the charge: 0. The orbital gap is 7.83 eV. The structure (SMILES) is [H]/N=C/CC1=C(CC(=O)Cl)C(=O)OC1=O.O=C1C=C(O)C(=O)C=C1O.O=C1C=C(O)C(=O)C=C1O. The electronic energy comes out at -2188.26118 hartree.

XYZ file:
```
48
Properties=species:S:1:pos:R:3:forces:R:3:lowdin_charge:R:1
H 5.55533 -1.56214 1.18157 -0.5 1.5 -0.5 0.1181
H -0.28650 -3.07278 -7.63910 0.0 0.0 0.0 0.1380
H 3.69305 -0.96474 -0.51785 0.3 1.6 0.4 0.0769
N 5.69359 0.52696 1.76578 -0.7 -3.7 -1.7 0.0780
O -2.15814 1.41458 1.45443 -1.1 0.0 0.8 0.0810
O -4.68950 0.51920 1.90096 0.4 0.2 0.0 0.1117
O -0.62602 -1.17410 1.28802 5.0 1.3 -1.1 -0.0066
C 2.20968 1.05675 1.36229 2.5 0.2 -1.6 -0.0467
O -2.39550 3.38076 5.72124 -0.4 -0.2 0.0 0.1109
O 2.44492 3.46038 0.70679 0.5 -2.6 0.5 0.1004
H -2.79268 0.88145 0.93663 0.1 0.0 0.0 0.1151
C -1.03760 -2.43960 -3.80404 0.4 0.2 0.1 0.0754
Cl 0.97189 -1.04812 -0.81790 -0.1 0.3 1.8 0.6699
H -3.62930 -3.86151 -4.77969 0.0 0.0 0.1 0.1177
C 0.47252 -2.26817 -5.83235 0.9 0.2 -1.0 -0.2198
C 3.28135 1.10069 0.43930 -2.2 1.0 1.3 -0.0699
C 0.24203 -2.01641 -4.38094 -0.4 0.0 0.7 -0.3094
H -1.20025 2.81494 3.46296 -0.1 0.0 0.0 0.1089
C 0.54012 -0.85988 0.97518 -3.9 -1.1 1.6 -0.6171
H -4.25990 2.94920 6.71810 -0.1 -0.1 0.0 0.1153
C -2.20102 2.41996 3.57796 0.0 0.2 0.4 0.0800
O -4.89245 2.41119 6.20281 1.0 0.1 -0.8 0.0912
H 6.34884 0.11258 2.44993 -0.3 0.4 -0.2 0.0454
C 4.22668 -0.02112 -0.16891 0.6 -0.3 1.3 -0.1065
O 4.29058 3.01783 -0.77810 -3.6 -0.5 3.2 0.1158
C 3.43417 2.64240 0.03714 2.2 -1.1 -2.0 -0.2766
C -4.86065 1.43212 4.06678 0.0 -0.1 -0.3 0.0756
C -2.89780 2.71054 4.83486 0.7 0.2 -0.3 -0.3100
C -4.17352 1.16120 2.79951 -0.7 -0.2 0.2 -0.3108
H 1.03547 -0.04511 3.01371 0.8 -0.3 -1.7 0.1408
C -1.95410 -3.05069 -4.55829 -1.0 -0.2 1.0 -0.2188
C -2.79238 1.69513 2.62527 1.0 0.0 -0.8 -0.2142
H -1.19946 -2.23516 -2.75396 0.0 0.0 0.0 0.1216
H 2.42520 -1.04739 2.28877 -1.0 1.1 -0.7 0.1268
H -5.85524 1.02436 4.18787 0.0 0.0 0.0 0.1361
O 1.10866 -1.46921 -3.71904 0.1 -0.1 -0.5 0.0386
O -3.14700 -3.44678 -4.03767 0.9 0.1 -1.0 0.1001
H 4.85411 0.38903 -1.03475 -1.0 -0.4 1.3 0.1285
O -2.56434 -3.90333 -6.65675 0.0 0.1 0.4 0.1143
C -1.71242 -3.32696 -6.00314 0.2 -0.1 -0.8 -0.3117
C -4.26811 2.15369 5.02030 -1.0 -0.1 0.9 -0.2235
C 1.61717 -0.28186 2.04610 -0.6 1.4 -1.1 -0.0361
O 1.65538 -1.84717 -6.35930 -0.9 -0.2 1.0 0.0953
C -0.44220 -2.88213 -6.58562 -0.3 -0.2 0.0 0.0786
C 1.72147 2.57360 1.57727 -2.0 -1.3 1.9 -0.2628
C 5.24654 -0.47368 1.01325 0.3 3.1 0.8 -0.1800
O 0.82750 2.88753 2.38861 3.7 -0.5 -3.5 0.0995
H 2.13981 -1.43804 -5.61597 0.0 0.0 -0.1 0.1152
```
Positions in Å, forces in eV/Å.

ORCA calculation (wB97M-V/def2-TZVPD) on a molecular structure, C20H14CuF16N2O6S2Te.

Its spin multiplicity is 2. As for the charge: -2. The orbital gap (alpha / beta) is 5.51 / 6.03 eV. The electronic energy comes out at -5634.23391 hartree. The energy above the lowest of the compared OMol25 structures with the same formula, charge and spin is 136.5 kJ/mol.

XYZ file:
```
62
Properties=species:S:1:pos:R:3:forces:R:3:lowdin_charge:R:1
H -2.24593 4.48632 2.38608 0.0 0.0 0.0 0.0809
C 0.63670 0.09926 6.08819 0.0 0.0 0.0 -0.1621
C -1.76806 1.43983 1.31450 0.0 -0.1 -0.2 -0.4756
F -0.83419 -4.46218 -0.53571 0.0 0.0 -0.1 0.1240
N -2.43893 2.59619 1.53879 0.0 0.0 0.0 -0.1324
F 4.08863 -0.12458 7.09294 0.0 0.0 0.0 0.0820
C -0.71306 -3.13917 -0.36892 0.0 -0.1 0.2 -0.6770
O -0.54343 1.43880 1.28969 0.1 0.2 0.1 0.0094
C -0.00755 -0.22453 -5.60699 -0.1 0.1 0.0 -0.6531
N 1.42471 -3.40434 0.96167 0.0 0.3 0.1 -0.2942
H -4.10683 3.79775 1.31782 0.0 0.0 0.0 0.0795
S 1.07945 -2.67684 -0.38628 0.3 -0.5 0.4 0.5631
C 3.13262 0.13351 4.95053 0.0 0.0 0.0 -0.1438
S 2.71863 -3.12790 1.81936 0.0 0.0 0.0 0.5701
O 2.40080 -2.99617 3.20931 0.0 -0.1 0.0 -0.2682
F 4.55115 -4.85098 2.56902 0.0 0.0 0.0 0.1116
F -1.27106 -2.82464 0.80708 0.0 0.1 0.0 0.1175
F 3.97351 -5.03795 0.49152 0.0 0.0 0.0 0.1243
C -0.58880 1.45511 -7.25853 0.0 0.0 0.0 -0.1173
C 1.74294 -0.01305 6.90696 0.0 0.0 0.0 -0.1704
C -1.15593 2.90448 -2.62107 0.1 -0.1 -0.2 -0.5733
O 2.20121 0.40679 2.80750 -0.1 0.0 0.0 -0.0719
C -0.63740 0.49478 -8.26146 0.0 0.0 0.0 -0.1408
H -3.61280 0.26638 1.17062 0.0 0.0 0.0 0.0667
O 1.12074 -1.22793 -0.31782 -0.2 0.1 0.0 -0.3506
Cu 1.00562 0.07968 1.27729 0.1 -0.1 0.1 0.4185
C -0.45829 1.55427 -2.39998 -0.3 -0.2 0.0 -0.4234
O 3.66579 -2.24770 1.20424 0.0 0.0 0.0 -0.2667
F -0.35168 0.31744 3.98558 0.0 0.0 -0.1 0.0766
C -3.85964 2.73877 1.28250 0.0 0.0 0.0 -0.0593
H -2.19858 -0.53213 1.89427 0.0 0.0 0.0 0.0902
H -0.80095 2.49337 -7.49144 0.0 0.0 0.0 0.0900
F -1.39079 -2.52344 -1.32634 0.0 0.0 0.0 0.1005
C 0.77796 0.23075 4.72133 0.0 -0.1 0.0 -0.1351
C 2.03076 0.26084 4.06344 0.1 0.0 0.0 -0.3115
F 0.60646 1.82727 -1.57331 0.1 0.0 -0.1 -0.0291
F -0.66873 3.54402 -3.71180 0.1 0.0 0.1 0.0918
F -2.47973 2.75662 -2.82700 0.0 0.0 -0.1 0.1099
C -0.07890 -1.18222 -6.62337 0.0 0.0 0.0 -0.1888
O 1.63954 -3.28740 -1.55060 -0.1 0.1 -0.1 -0.3114
H -0.43988 -1.59932 -8.69352 0.0 0.0 0.0 0.0853
H -0.75329 3.52186 2.32848 0.0 0.0 0.0 0.0923
H -1.35157 4.27763 0.85367 0.0 0.0 0.0 0.0839
F 1.60882 -0.13366 8.24867 0.0 0.0 0.0 0.0632
Te 0.50577 -0.80084 -3.64037 0.0 0.3 -0.3 1.0707
F -0.59534 0.08955 6.63700 0.0 0.0 0.0 0.0805
F -1.36826 0.85206 -1.60033 0.0 0.1 0.1 -0.0785
C -0.27684 1.10241 -5.95348 0.0 -0.1 0.0 -0.1510
F 4.37579 0.14878 4.44212 0.0 0.0 0.0 0.0938
H -0.25297 1.85704 -5.18352 0.1 0.0 0.0 0.0614
H -2.24514 -0.25536 0.15812 0.0 0.0 0.0 0.0760
F -1.02861 3.79850 -1.60282 -0.1 0.0 0.1 0.0953
C -2.53253 0.16117 1.12219 0.0 0.0 0.0 0.0290
C 2.99522 -0.00305 6.31404 0.0 0.0 0.0 -0.1598
F 2.66313 -5.77366 2.04879 0.0 0.0 0.0 0.1151
C 3.51204 -4.79095 1.72034 0.1 0.0 0.0 -0.6732
H -4.13090 2.37088 0.29158 0.0 0.0 0.0 0.0926
H 0.09960 -2.22386 -6.38135 0.0 0.0 0.0 0.0754
C -0.38661 -0.82981 -7.93026 0.0 0.0 0.0 -0.1327
C -1.65418 3.79495 1.78567 0.0 0.0 0.0 -0.0343
H -0.86310 0.77471 -9.28421 0.0 0.0 0.0 0.0799
H -4.46714 2.22189 2.02955 0.0 0.0 0.0 0.0844
```
Positions in Å, forces in eV/Å.

ORCA calculation (wB97M-V/def2-TZVPD) on C20H14FN3O2S2 in the gas phase in a non-equilibrium geometry.

Its spin multiplicity is 1. As for the charge: 0. The orbital gap is 7.73 eV. The structure (SMILES) is O=C(Nn1c(SCc2ccc(F)cc2)nc2ccsc2c1=O)c1ccccc1. The electronic energy comes out at -1980.97937 hartree.

XYZ file:
```
42
Properties=species:S:1:pos:R:3:forces:R:3:lowdin_charge:R:1
H 5.38252 -2.05125 0.80781 2.3 -0.9 2.7 0.0844
C 0.65691 0.05016 1.01399 -5.9 1.4 3.0 -0.5672
H -6.37956 1.99071 -0.13698 -2.2 3.4 0.7 0.0299
C 2.19767 1.52390 0.75191 4.4 8.3 -6.4 -0.2086
C 4.39629 -1.91257 0.60512 7.4 4.3 -8.9 0.0053
C 3.64727 1.86831 0.23256 -8.7 8.6 -0.8 0.0428
C -5.72227 1.25595 -0.21961 1.4 -10.2 -2.8 0.0072
H -5.99991 -2.32756 -0.73384 -2.2 -4.9 -0.4 0.0312
O -0.90991 3.19012 0.20662 -11.5 8.8 -1.9 0.2000
C -5.62833 -1.43259 -0.70023 1.5 10.0 1.6 -0.0121
S 2.10194 4.29809 -0.23872 0.4 -4.3 0.4 1.0046
H -0.02350 -2.46141 -0.20051 1.4 -0.9 0.8 0.0861
N 1.83749 0.35647 1.10470 3.4 -2.2 0.7 0.0825
C 3.53988 -0.97458 -1.43043 9.1 5.0 -9.5 -0.2138
N -0.27038 1.12105 0.84439 4.4 0.9 -0.8 -0.0348
C -4.19966 -1.19347 -0.54483 -6.4 -0.6 -1.3 -0.0599
N -1.50940 0.89451 0.82019 -9.8 -1.7 0.3 0.0038
C 2.10372 -2.15616 0.14402 2.1 3.0 -4.9 -0.2263
C 3.58943 3.42270 -0.20998 2.1 -5.3 1.3 -0.4054
C 2.41543 -1.30827 -1.19890 -16.7 -6.5 7.3 -0.0112
C -0.08545 2.49519 0.33429 13.8 -8.0 2.0 -0.5466
C -1.98274 0.00672 -0.18359 -10.2 7.7 6.7 -0.4304
H -2.26388 1.62267 1.19453 2.8 -2.1 -1.0 0.1989
H 0.77135 -3.48311 1.06583 -0.1 -3.9 1.9 0.0157
C 0.80771 -2.63325 0.55965 -2.6 5.4 -2.1 -0.2614
H 1.48414 -1.01790 -1.77108 1.4 -0.5 0.4 0.1485
H -3.92320 2.11057 0.30348 -0.1 -2.2 -2.4 0.1551
C 3.24437 -2.28198 0.90372 -7.6 -5.0 5.9 -0.1513
H 4.56494 3.86196 -0.49881 -1.0 0.0 0.2 0.0486
O -1.33974 -0.63221 -0.79559 7.9 -7.5 -7.1 0.1762
C -3.64749 -0.04453 -0.40008 5.0 3.9 1.5 -0.1384
C 1.35347 2.68893 0.18000 0.3 -1.9 2.5 -0.3026
H -3.75492 -2.03909 -0.45375 3.8 -5.1 0.2 0.0604
C 4.60617 -1.32562 -0.83358 5.8 -1.7 8.7 -0.1093
H -7.56392 -0.08851 -0.51776 2.2 -1.0 -0.1 0.1014
H 3.05531 -2.86872 1.95682 0.6 1.5 -2.4 0.1832
H 3.72768 -0.66756 -2.47253 -0.1 1.0 0.3 0.1657
C -6.40687 -0.22870 -0.51658 0.2 2.3 0.2 0.0164
H 4.48980 1.49431 0.54180 4.7 -2.3 1.3 0.0047
C -4.36154 1.13657 -0.30175 -0.7 5.0 3.7 -0.0997
F 5.96883 -0.89993 -1.13937 -3.4 -1.1 0.2 -0.0177
S 0.03034 -1.35995 1.92704 0.9 -0.8 -1.6 0.9440
```
Positions in Å, forces in eV/Å.

Among the records above, which one has the lowest electronic energy?
C20H14CuF16N2O6S2Te